1.
One molecule with the formula C15H23BrN2O3, computed with wB97M-V/def2-TZVPD.

Each line ends with the natural charge from an NBO analysis.
CARTESIAN COORDINATES (ANGSTROEM)
C -5.8005 -0.4004 1.5353  -0.609
C -4.7521 -1.3228 0.9234  -0.393
C -4.5083 -1.0587 -0.5643  -0.400
C -3.8494 0.2843 -0.8754  -0.212
N -2.4539 0.2859 -0.4756  -0.630
C -1.7953 1.5523 -0.7242  -0.238
C -0.3275 1.4845 -0.4068  -0.062
C 0.3252 0.2581 -0.4040  -0.297
C 1.6770 0.1247 -0.1160  0.314
O 2.3193 -1.0750 -0.0663  -0.527
C 1.6201 -2.2537 -0.4223  -0.062
C 2.6084 -3.4069 -0.3437  -0.619
C 2.4272 1.2865 0.1557  0.249
O 3.7551 1.3341 0.4779  -0.519
C 4.6332 0.3287 0.0094  -0.157
C 6.0861 0.7906 0.1361  0.650
N 6.2432 1.9764 0.7477  -0.817
O 6.9993 0.1158 -0.2811  -0.618
C 1.7824 2.5153 0.1454  -0.264
C 0.4295 2.6094 -0.1234  -0.067
Br -0.3560 4.3449 -0.1209  0.042
H -5.9899 -0.6790 2.5695  0.211
H -6.7359 -0.4710 0.9844  0.202
H -5.4727 0.6360 1.5214  0.200
H -5.0884 -2.3566 1.0327  0.205
H -3.8156 -1.2296 1.4778  0.185
H -5.4649 -1.1025 -1.0890  0.202
H -3.8673 -1.8465 -0.9650  0.210
H -4.4195 1.1054 -0.4089  0.161
H -3.8717 0.4466 -1.9584  0.192
H -2.3864 0.0688 0.5152  0.352
H -2.2566 2.3849 -0.1631  0.189
H -1.9144 1.7834 -1.7912  0.206
H -0.2775 -0.6057 -0.6295  0.247
H 1.2214 -2.1607 -1.4411  0.176
H 0.7844 -2.4198 0.2707  0.174
H 2.9942 -3.4996 0.6678  0.214
H 2.1149 -4.3333 -0.6223  0.216
H 3.4428 -3.2301 -1.0169  0.217
H 4.4445 0.0947 -1.0440  0.207
H 4.5261 -0.5972 0.5856  0.217
H 7.1681 2.3507 0.8738  0.404
H 5.4389 2.4876 1.0670  0.413
H 2.3627 3.3995 0.3567  0.235

Values from the calculation:
SMILES	CCCCNCc1cc(OCC)c(OCC(N)=O)cc1Br
electronic energy	-3494.62027	hartree
orbital gap	8.98	eV
E_LUMO	0.66	eV
energy relative to the best compared isomer or geometry (same formula, charge and spin)	27.54	kcal/mol

***

2.
C9H10F5NSc as an isolated structure at a distorted geometry, computed with wB97M-V/def2-TZVPD.

Each line ends with the natural charge from an NBO analysis.
CARTESIAN COORDINATES (ANGSTROEM)
C -0.5340 0.8521 -2.2270  -0.374
C 0.9024 0.8816 -1.9227  -0.304
C 1.0716 1.6841 -0.7195  -0.331
C -0.2556 2.1292 -0.3346  -0.340
C -1.1917 1.6190 -1.2348  -0.313
Sc -0.3354 -0.3444 -0.0413  1.209
N -2.8266 -0.5192 -0.1840  -0.918
C 0.2748 -1.9729 -0.8912  -0.685
C 1.5382 -1.7298 -1.1244  -0.526
H 1.9999 2.0067 -0.3187  0.224
H 1.6914 0.5336 -2.5416  0.211
H -0.4392 2.8524 0.4892  0.233
H -2.2913 1.8297 -1.2138  0.252
H -0.9641 0.4301 -3.1408  0.223
H 1.8115 -1.5349 -2.1140  0.193
H -0.1384 -2.3478 0.1728  0.197
H -3.0362 -1.6039 0.1398  0.234
H 2.2310 -2.1545 -0.4853  0.201
H -0.4834 -1.9259 -1.7481  0.239
F 0.8944 1.4634 2.0455  -0.364
C 0.5855 0.1033 1.9726  0.178
F 1.7894 -0.5913 2.0222  -0.362
C -0.3444 -0.3088 3.0888  0.902
F 0.2006 -0.0830 4.3028  -0.337
F -1.5196 0.3794 3.0220  -0.314
F -0.6309 -1.6480 2.9863  -0.329

Values from the calculation:
net charge	-1
electronic energy	-1663.60737	hartree
orbital gap (spin up / spin down)	7.73 / 5.27	eV
E_LUMO (spin up / spin down)	3.03 / 3.12	eV
energy relative to the best compared isomer or geometry (same formula, charge and spin)	0.00	kcal/mol

***

3.
An isolated ion of composition C36H34N3O2S and charge +1 at a distorted geometry, computed with wB97M-V/def2-TZVPD.

Each line ends with the Löwdin charge.
CARTESIAN COORDINATES (ANGSTROEM)
C 1.8836 -1.1579 2.4910  0.039
N 2.0375 0.1936 1.9244  -0.025
C 2.9587 1.1435 2.4356  -0.202
C 2.6949 2.4205 1.9433  -0.390
C 3.3824 3.5279 2.4470  -0.062
C 4.2526 3.3394 3.5303  -0.048
C 4.4574 2.0617 4.0690  -0.042
C 3.8060 0.9445 3.5220  0.011
S 1.2508 2.4396 0.9229  1.220
C 1.1153 0.7303 1.1032  -0.384
C -0.1372 -0.0166 0.7046  -0.211
C -1.2624 0.8074 1.3771  -0.214
C -1.0717 1.2139 2.6991  -0.070
C -2.0210 1.9904 3.3597  -0.057
C -3.2720 2.1963 2.7609  -0.064
C -3.4857 1.7669 1.4495  -0.046
C -2.4236 1.2204 0.7160  -0.015
H 1.0592 -1.1799 3.2238  0.120
H 1.6725 -1.8586 1.6730  0.110
H 2.8197 -1.4457 2.9693  0.093
H 3.2095 4.5056 2.0029  0.120
H 4.7647 4.1986 3.9663  0.120
H 5.1150 1.9357 4.9305  0.119
H 3.9233 -0.0486 3.9525  0.113
H -0.1066 -1.0283 1.1332  0.133
H -0.1370 0.9769 3.2104  0.111
H -1.7899 2.4032 4.3420  0.111
H -4.0643 2.7124 3.3051  0.111
H -4.4676 1.8708 0.9740  0.118
H -2.5371 1.1184 -0.3675  0.125
C -5.7649 -1.6673 2.8171  -0.058
O -4.3666 -1.7247 2.4579  -0.102
C -4.0204 -2.1935 1.2287  -0.264
C -2.6854 -1.9061 0.8613  0.039
C -2.4411 -1.6637 -0.4757  -0.111
C -3.4172 -2.1204 -1.4279  -0.165
C -4.6395 -2.6631 -1.0594  -0.004
C -4.9536 -2.7211 0.3003  -0.013
N -3.0365 -1.6544 -2.6817  -0.107
C -3.6796 -1.9687 -3.9409  -0.017
C -1.8909 -0.9087 -2.5665  -0.001
C -1.4815 -0.8858 -1.2395  -0.158
C -0.2444 -0.1528 -0.7725  -0.206
C 0.9611 -0.7706 -1.4701  -0.113
C 1.0046 -2.0296 -2.0595  0.001
N 2.0846 -2.1129 -2.9102  -0.102
C 2.2845 -3.1932 -3.8551  -0.013
C 2.8285 -0.9416 -2.8185  -0.167
C 2.1540 -0.0655 -1.9111  -0.116
C 2.6286 1.2282 -1.7611  0.009
C 3.7394 1.6497 -2.5339  -0.258
O 4.2751 2.8971 -2.4590  -0.091
C 3.7102 3.8727 -1.5573  -0.054
C 4.3697 0.7636 -3.4524  0.007
C 3.9072 -0.5399 -3.5981  -0.001
H -5.7460 -1.2228 3.8144  0.092
H -6.3391 -1.0319 2.1261  0.098
H -6.2040 -2.6754 2.8472  0.092
H -1.9644 -1.6940 1.6441  0.111
H -5.3535 -2.9766 -1.8190  0.110
H -5.9302 -3.0716 0.6354  0.108
H -4.7612 -2.0474 -3.7953  0.086
H -3.4537 -1.1691 -4.6541  0.094
H -3.3182 -2.9218 -4.3562  0.098
H -1.4020 -0.4806 -3.4357  0.146
H -0.2918 0.8751 -1.1924  0.162
H 0.3057 -2.8538 -1.9628  0.142
H 3.2028 -3.0149 -4.4202  0.081
H 2.3550 -4.1566 -3.3324  0.097
H 1.4433 -3.2581 -4.5627  0.098
H 2.1503 1.8953 -1.0336  0.007
H 4.2772 4.7812 -1.7783  0.100
H 2.6411 4.0282 -1.7601  0.094
H 3.8635 3.5729 -0.5106  0.073
H 5.2115 1.1364 -4.0289  0.120
H 4.3606 -1.2242 -4.3112  0.108

Values from the calculation:
net charge	+1
electronic energy	-2104.89826	hartree
orbital gap	6.04	eV
E_LUMO	-3.43	eV
energy relative to the best compared isomer or geometry (same formula, charge and spin)	0.00	kcal/mol

***

4.
A 2-piece molecular cluster, C4H9N2 overall at a distorted geometry, computed with wB97M-V/def2-TZVPD.

Each line ends with the natural charge from an NBO analysis.
CARTESIAN COORDINATES (ANGSTROEM)
C -0.4913 -1.1919 -0.1326  0.718
C 1.2102 0.2003 -1.4963  -0.173
C 1.9503 -0.7994 -0.7064  -0.194
C -0.9663 1.4409 2.1311  -0.470
N 0.5450 -0.6412 -0.5113  -0.410
N -1.7656 -0.7896 -0.2160  -0.794
H 1.2158 1.2056 -1.1834  0.242
H 1.0151 0.0606 -2.4457  0.225
H 2.2595 -1.7318 -1.1498  0.250
H 2.5965 -0.4047 0.1888  0.262
H -1.8552 2.0343 1.7918  0.187
H -0.7086 0.5166 1.4222  0.109
H -0.3763 1.5746 2.9353  0.171
H -2.4675 -1.1619 0.3885  0.443
H -2.1614 -0.3125 -1.0162  0.433

Values from the calculation:
net charge	+1
electronic energy	-266.83102	hartree
orbital gap (spin up / spin down)	11.30 / 5.72	eV
E_LUMO (spin up / spin down)	-3.77 / -6.53	eV
energy relative to the best compared isomer or geometry (same formula, charge and spin)	168.34	kcal/mol

***

What did the fourth record say?
A 2-piece molecular cluster, C4H9N2 overall at a distorted geometry, computed with wB97M-V/def2-TZVPD.

Each line ends with the natural charge from an NBO analysis.
CARTESIAN COORDINATES (ANGSTROEM)
C -0.4913 -1.1919 -0.1326  0.718
C 1.2102 0.2003 -1.4963  -0.173
C 1.9503 -0.7994 -0.7064  -0.194
C -0.9663 1.4409 2.1311  -0.470
N 0.5450 -0.6412 -0.5113  -0.410
N -1.7656 -0.7896 -0.2160  -0.794
H 1.2158 1.2056 -1.1834  0.242
H 1.0151 0.0606 -2.4457  0.225
H 2.2595 -1.7318 -1.1498  0.250
H 2.5965 -0.4047 0.1888  0.262
H -1.8552 2.0343 1.7918  0.187
H -0.7086 0.5166 1.4222  0.109
H -0.3763 1.5746 2.9353  0.171
H -2.4675 -1.1619 0.3885  0.443
H -2.1614 -0.3125 -1.0162  0.433

Values from the calculation:
net charge	+1
electronic energy	-266.83102	hartree
orbital gap (spin up / spin down)	11.30 / 5.72	eV
E_LUMO (spin up / spin down)	-3.77 / -6.53	eV
energy relative to the best compared isomer or geometry (same formula, charge and spin)	168.34	kcal/mol

***

Number 2 is which compound? C9H10F5NSc

***

energy relative to the best compared isomer or geometry (same formula, charge and spin) of number 2 (C9H10F5NSc)? 0.00 kcal/mol